The following is a DFT calculation (ωB97M-V with the def2-TZVPD basis set) of C31H36MoN2O2P2S5Si as an isolated structure.

Structure (XYZ):
```
80
Properties=species:S:1:pos:R:3:lowdin_charge:R:1
Mo 0.07719 0.44571 0.52555 0.67
C -1.68506 3.66233 0.71771 -0.23
P -0.04424 2.90772 0.84292 0.81
C 0.69488 3.72962 2.27436 -0.24
C 0.83734 3.50922 -0.64281 -0.36
C 0.63313 4.81976 -1.07252 -0.06
C 1.27341 5.30279 -2.20148 -0.03
C 2.11793 4.47612 -2.92964 -0.03
C 2.33062 3.17152 -2.51755 -0.07
C 1.70318 2.67875 -1.37439 -0.38
P 2.09179 1.01104 -0.76494 0.77
C 2.37204 -0.04780 -2.21239 -0.23
C 3.74244 1.14492 -0.03289 -0.24
H -1.60912 4.74894 0.74856 0.06
H -2.28493 3.32584 1.56144 0.04
H -2.16660 3.36356 -0.21280 0.05
H 0.55587 4.80704 2.17830 0.07
H 1.75831 3.50755 2.34372 0.04
H 0.19779 3.37941 3.17958 0.06
H -0.02601 5.47938 -0.52423 0.11
H 1.11363 6.32535 -2.51423 0.12
H 2.61676 4.85135 -3.81246 0.12
H 3.00134 2.54326 -3.08920 0.11
H 3.15141 0.35149 -2.86119 0.06
H 1.45681 -0.17914 -2.78895 0.01
H 2.69966 -1.02503 -1.85245 0.07
H 4.44299 1.48508 -0.79716 0.07
H 4.05862 0.17310 0.34589 0.06
H 3.73399 1.85973 0.78851 0.04
S 1.93516 -3.20894 6.64244 0.70
C 1.60429 -2.45424 5.26456 -1.45
S 2.25121 -0.87056 4.83829 0.94
C 1.37236 -0.70380 3.34602 -1.06
C 0.51501 -1.71337 3.01495 -1.09
S -0.43268 -1.54485 1.61296 0.71
S 0.39803 -3.04133 4.11306 0.95
S 1.53181 0.60121 2.26877 0.66
C -1.24818 1.26729 -3.78335 -0.13
Si -1.76576 -0.47300 -3.39884 0.52
C -0.61734 -1.79495 -3.99063 -0.14
C -3.55937 -0.74787 -3.78335 -0.14
H -1.37826 1.45989 -4.85051 0.06
H -0.20625 1.48258 -3.53939 0.02
H -1.87982 1.98296 -3.24979 0.05
H -0.17478 -1.53366 -4.95258 0.06
H -1.14046 -2.74417 -4.11261 0.05
H 0.19792 -1.95980 -3.28360 0.03
H -3.69886 -0.52933 -4.84626 0.06
H -4.22835 -0.07386 -3.24514 0.04
H -3.88097 -1.78027 -3.63528 0.05
O -1.58916 -0.56149 -1.62986 -0.08
C -2.46605 -0.28613 -0.70320 -0.50
N -3.68322 -0.75754 -0.58757 0.23
C -4.30864 -0.25752 0.65565 -0.23
C -3.14465 0.61949 1.18856 -0.42
O -3.12925 1.24665 2.20613 0.13
N -2.06769 0.50711 0.29134 -0.02
C -4.53605 -1.37991 1.65616 -0.18
C -4.20984 -2.70071 1.37977 -0.04
C -4.41842 -3.68523 2.33794 -0.06
C -4.94085 -3.35036 3.57569 -0.06
C -5.26181 -2.02789 3.85498 -0.04
C -5.06401 -1.04546 2.90105 -0.02
C -5.54360 0.55397 0.30642 -0.15
C -5.41411 1.86523 -0.14243 -0.02
C -6.52865 2.57673 -0.55329 -0.06
C -7.78185 1.97850 -0.52262 -0.06
C -7.91533 0.67361 -0.07711 -0.05
C -6.79954 -0.03964 0.34011 -0.01
H -4.17348 -1.28581 -1.29205 0.16
H -3.79378 -2.98834 0.42292 0.11
H -4.17538 -4.71364 2.10860 0.11
H -5.10420 -4.11695 4.32051 0.11
H -5.67464 -1.76298 4.81867 0.12
H -5.32332 -0.01808 3.12053 0.13
H -4.44339 2.35025 -0.15460 0.10
H -6.42595 3.60051 -0.88605 0.11
H -8.65417 2.53425 -0.83793 0.12
H -8.89073 0.20828 -0.04620 0.12
H -6.91229 -1.05253 0.70300 0.12
```

Computed properties:
* calculated total energy: -4493.87023 Ha
* charge: +2
* HOMO energy (spin up / spin down): -0.463 / -0.463 Eh
* energy relative to the best compared isomer or geometry (same formula, charge and spin): 0.0 kcal per mole
* gap between HOMO and LUMO (spin up / spin down): 5.32 / 5.33 eV